No. 1
C34H77Cl4N3O21 | ωB97M-V/def2-TZVPD

XYZ file:
```
139
Properties=species:S:1:pos:R:3
N -1.024 -4.897 2.426
H -0.304 -5.203 1.744
H -1.468 -5.772 2.700
H -1.685 -4.262 1.941
H -0.544 -4.372 3.183
C -1.068 2.595 -0.014
C -0.345 2.016 1.183
N 0.423 0.810 0.914
C 1.783 0.834 0.844
C 2.205 -0.432 0.662
N 1.086 -1.212 0.551
C 0.016 -0.422 0.642
C 1.084 -2.628 0.249
H -1.809 1.849 -0.328
H -0.385 2.667 -0.866
H -1.628 3.500 0.187
H -1.098 1.746 1.923
H 0.329 2.740 1.636
H 2.435 1.687 0.925
H 3.197 -0.844 0.648
H -1.000 -0.784 0.666
H 0.487 -3.189 0.962
H 2.110 -2.978 0.342
H 0.734 -2.760 -0.776
C 0.153 0.589 4.098
C 1.500 0.946 4.184
C 2.517 -0.136 3.904
O 3.739 0.153 3.864
C 2.123 -1.444 3.584
C 0.780 -1.849 3.681
C -0.297 -0.728 3.852
O -1.515 -1.020 3.848
O 0.384 -3.032 3.589
O 1.800 2.123 4.486
H -0.607 1.344 4.257
H 2.920 -2.172 3.527
C -0.882 6.264 -3.376
C 0.017 5.149 -2.829
C -0.331 3.956 -3.744
O -1.429 4.375 -4.562
C -1.282 5.775 -4.750
H -0.521 7.289 -3.282
H -1.778 6.312 -2.744
H -0.284 5.049 -1.792
H 1.042 5.489 -2.973
H -0.610 3.171 -3.038
H 0.467 3.558 -4.372
H -2.223 6.215 -5.084
H -0.542 6.083 -5.502
C 1.892 5.173 2.108
C 3.242 4.486 2.044
O 3.056 3.087 2.017
O 1.346 5.036 3.424
H 1.204 4.845 1.317
H 2.020 6.245 1.922
H 3.849 4.807 2.895
H 3.812 4.756 1.152
H 2.782 2.794 2.905
H 1.361 4.085 3.655
C -4.213 -5.148 -0.240
C -4.019 -3.943 0.649
O -2.702 -3.403 0.558
O -3.310 -6.207 0.094
H -4.050 -4.930 -1.300
H -5.258 -5.449 -0.134
H -4.200 -4.191 1.697
H -4.743 -3.150 0.419
H -2.587 -2.903 -0.273
H -2.430 -5.877 -0.183
C 6.601 0.804 -0.177
C 6.269 0.418 1.260
O 4.938 -0.124 1.255
O 6.944 -0.323 -0.962
H 7.475 1.459 -0.213
H 5.741 1.389 -0.519
H 6.295 1.276 1.939
H 6.941 -0.345 1.670
H 4.650 -0.203 2.193
H 6.140 -0.632 -1.407
C -4.154 1.404 3.306
C -4.418 0.172 2.438
O -3.209 -0.250 1.783
O -3.433 0.964 4.441
H -5.091 1.865 3.611
H -3.594 2.134 2.714
H -5.036 0.374 1.557
H -4.882 -0.635 3.008
H -2.590 -0.638 2.436
H -2.635 0.474 4.155
C 5.161 -3.211 -0.758
C 4.515 -2.915 -2.090
O 4.539 -1.509 -2.297
O 4.387 -2.708 0.314
H 6.194 -2.859 -0.697
H 5.250 -4.300 -0.650
H 3.522 -3.365 -2.173
H 5.152 -3.423 -2.831
H 4.141 -1.298 -3.147
H 4.669 -1.783 0.545
C -2.642 -1.068 -2.491
C -4.123 -1.285 -2.387
O -4.483 -2.574 -2.894
O -1.922 -2.145 -1.848
H -2.321 -0.152 -2.001
H -2.346 -1.083 -3.539
H -4.560 -0.548 -3.075
H -4.512 -1.174 -1.377
H -5.442 -2.622 -2.900
H -2.000 -2.919 -2.419
C 0.035 -7.084 -0.142
C 1.425 -6.772 0.351
O 1.405 -5.738 1.370
O -0.644 -5.868 -0.514
H -0.602 -7.585 0.589
H 0.087 -7.750 -1.006
H 2.040 -6.289 -0.421
H 1.997 -7.627 0.718
H 2.303 -5.607 1.693
H -0.252 -5.598 -1.352
C -3.511 2.846 -2.791
C -4.434 2.643 -3.963
O -4.564 1.264 -4.316
O -4.117 2.287 -1.621
H -3.417 3.915 -2.605
H -2.522 2.446 -3.024
H -4.092 3.201 -4.847
H -5.406 3.104 -3.741
H -5.189 1.211 -5.042
H -4.418 1.406 -1.874
C -1.124 7.071 2.207
Cl -0.064 8.487 1.947
Cl -1.645 6.414 0.649
H -0.572 6.356 2.813
H -1.973 7.402 2.795
C 1.544 -1.136 -3.902
Cl 0.196 -0.995 -5.022
Cl 1.660 0.255 -2.783
H 1.513 -2.094 -3.396
H 2.486 -1.066 -4.435
```

Summary:
* lowest unoccupied orbital energy: -0.0272 Eh
* Kohn-Sham gap: 5.779 eV
* ΔE to the lowest compared entry with this formula, charge and spin: 0.0 kcal per mole
* 2S+1: 1

No. 2
C34H77CsN4O | ωB97M-V/def2-TZVPD

XYZ file:
```
117
Properties=species:S:1:pos:R:3
Cs 7.724 -1.376 7.037
O 6.824 -0.563 2.989
H 6.506 -0.103 2.283
C -4.810 3.749 -2.655
C -3.925 2.620 -3.188
C -4.870 1.618 -4.018
C -4.194 0.386 -4.585
N -4.903 -0.386 -5.654
C -6.011 -1.195 -5.010
C -5.293 -2.389 -4.470
C -4.171 -2.711 -5.477
C -4.009 -1.415 -6.304
C -5.520 0.465 -6.690
H -5.612 3.344 -2.100
H -5.270 4.286 -3.426
H -4.234 4.413 -2.037
H -3.458 2.078 -2.337
H -3.069 3.015 -3.781
H -5.311 2.329 -4.722
H -5.718 1.419 -3.379
H -3.860 -0.418 -3.894
H -3.314 0.759 -5.020
H -6.688 -1.414 -5.777
H -6.524 -0.630 -4.192
H -6.011 -3.142 -4.349
H -4.873 -2.097 -3.507
H -4.537 -3.410 -6.125
H -3.271 -3.053 -4.992
H -4.301 -1.562 -7.337
H -3.005 -0.918 -6.227
H -6.388 0.894 -6.248
H -5.722 -0.081 -7.617
H -4.716 1.158 -7.059
C -5.171 3.916 3.249
C -4.731 3.346 2.007
C -3.577 2.608 1.980
C -6.826 -0.318 2.356
N -5.717 -0.414 3.019
C -3.195 -2.859 4.021
C -4.288 -3.082 2.930
C -4.445 -2.039 1.793
C -4.363 -0.679 2.283
C -5.687 -0.051 4.561
H -5.057 5.041 3.347
H -4.619 3.520 4.160
H -6.231 3.743 3.436
H -5.203 3.534 0.944
H -5.335 -3.641 -1.251
H -3.165 2.425 1.004
H -3.044 2.193 2.930
H -7.654 -0.297 3.007
H -3.299 -3.405 4.929
H -2.151 -3.049 3.656
H -3.120 -1.832 4.322
H -5.212 -3.148 3.491
H -4.090 -4.027 2.478
H -5.451 -2.024 1.420
H -3.684 -2.111 1.054
H -4.375 0.039 1.481
H -3.707 -0.552 3.118
H -4.680 -0.429 4.930
H -6.615 -0.485 4.950
H -5.833 1.022 4.681
C 1.424 6.198 -0.248
C 2.165 7.089 0.222
C 3.114 7.741 1.018
N 4.208 6.627 1.399
C 4.836 7.375 2.445
C 4.920 6.408 0.177
C 5.206 4.816 0.074
C 3.989 4.163 0.801
C 3.690 5.187 1.840
H 2.215 3.622 -7.522
H 0.728 1.650 3.678
H 5.156 -1.799 -6.695
H 7.231 -3.035 -2.351
H -4.248 -10.731 -4.580
H 2.768 8.277 1.872
H 3.734 8.689 0.669
H 5.134 6.701 3.276
H 4.061 8.021 2.825
H 5.558 7.923 1.851
H 5.844 7.163 0.020
H 4.237 6.754 -0.605
H 5.965 4.843 0.819
H 5.588 4.214 -0.800
H 4.184 3.244 1.303
H 2.897 3.922 0.160
H 4.154 4.773 2.783
H 2.727 5.488 2.165
C 5.108 -1.848 3.138
C 4.893 -2.999 2.114
C 5.591 -4.235 2.496
N 6.216 -4.937 1.270
C 7.293 -4.127 0.594
C 5.190 -5.127 0.183
C 5.626 -6.550 -0.330
C 5.843 -7.315 1.002
C 6.767 -6.349 1.689
H 4.223 -1.256 3.013
H 9.178 -3.432 2.738
H 5.632 -1.985 4.082
H 5.566 -2.585 1.347
H 3.918 -3.099 1.659
H 4.908 -4.947 2.965
H 6.461 -3.890 3.068
H 8.201 -4.090 1.184
H 7.002 -3.088 0.429
H 7.503 -4.528 -0.427
H 5.254 -4.360 -0.531
H 4.169 -5.250 0.569
H 6.441 -6.516 -1.035
H 4.773 -6.890 -0.913
H 6.322 -8.284 0.896
H 4.907 -7.478 1.623
H 7.781 -6.331 1.364
H 6.809 -6.440 2.802
```

Summary:
* lowest unoccupied orbital energy: -0.4476 Eh
* Kohn-Sham gap: 1.195 eV
* 2S+1: 1
* total charge: +4